Record 1
{
  "formula": "C4H12N2O",
  "method": "ωB97M-V with the def2-TZVPD basis set",
  "symbols": ["N", "C", "C", "C", "N", "C", "O", "H", "H", "H", "H", "H", "H", "H", "H", "H", "H", "H", "H"],
  "xyz": [[2.1802, 1.1966, 1.3125], [1.8838, 0.7884, -0.0612], [1.0203, -0.4920, -0.0604], [-0.3920, -0.3177, -0.5768], [-0.5999, -1.2083, -1.7456], [-1.4589, -0.5234, 0.5371], [-2.4970, 0.4591, 0.5018], [2.5227, 2.1486, 1.3322], [1.2890, 1.2864, 1.8087], [1.3037, 1.5340, -0.6244], [2.7948, 0.6007, -0.6244], [1.5223, -1.2491, -0.6563], [1.0674, -0.8503, 0.9713], [-0.5936, 0.6724, -0.9540], [-0.8584, -2.1317, -1.3966], [-1.4077, -0.8604, -2.2636], [-1.9888, -1.4492, 0.3303], [-0.9859, -0.5004, 1.5175], [-2.1115, 1.3404, 0.5734]],
  "lowdin_charge": [-0.0152, -0.2803, -0.1693, -0.3796, 0.0283, -0.2068, -0.0770, 0.0590, 0.0637, 0.0991, 0.1033, 0.1052, 0.1030, 0.1211, 0.0700, 0.0743, 0.1143, 0.1069, 0.0801],
  "homo_lumo_gap_ev": 10.133,
  "homo_ev": -9.36,
  "fmax_ev_per_a": 1.3,
  "e_lumo_ev": 0.77,
  "de_lowest_kcal_mol": 39.5,
  "smiles": "NCC[C@@H](N)CO"
}


Record 2
{
  "formula": "C4H12N2O",
  "method": "ωB97M-V with the def2-TZVPD basis set",
  "symbols": ["C", "C", "C", "C", "N", "N", "O", "H", "H", "H", "H", "H", "H", "H", "H", "H", "H", "H", "H"],
  "xyz": [[2.0199, -1.2496, -0.4434], [-2.4359, 0.3845, 0.1585], [0.5519, -1.2601, -0.9461], [0.6888, 2.1392, 0.7661], [-0.3157, -0.6684, 0.1086], [-1.1740, 0.3429, -0.4192], [1.1042, 1.0464, 1.2118], [2.4287, -0.1921, -0.6936], [1.9755, -1.3234, 0.6699], [2.5606, -1.8284, -1.2511], [-3.0171, -0.4884, 0.3790], [-2.4819, 0.8550, 1.1761], [-2.9542, 1.1877, -0.5251], [0.3565, -0.7129, -1.9462], [0.1125, -2.3102, -1.0103], [-0.2497, 2.6701, 1.1872], [1.3219, 2.7024, 0.0702], [-0.7633, -1.2669, 0.7456], [0.2713, -0.0277, 0.7622]],
  "lowdin_charge": [-0.1008, -0.2797, -0.2133, -0.0672, -0.1131, -0.1761, -0.1342, 0.0902, 0.0833, 0.0874, 0.0405, 0.0456, 0.1057, 0.1375, 0.1233, 0.1048, 0.0789, 0.1357, 0.0517],
  "homo_lumo_gap_ev": [7.320, 7.320],
  "homo_ev": [-6.63, -6.63],
  "fmax_ev_per_a": 3.7,
  "e_lumo_ev": [0.69, 0.69],
  "de_lowest_kcal_mol": 141.7
}


Record 3
{
  "formula": "C4H12N2O",
  "method": "ωB97M-V with the def2-TZVPD basis set",
  "symbols": ["C", "C", "O", "C", "N", "C", "N", "H", "H", "H", "H", "H", "H", "H", "H", "H", "H", "H", "H"],
  "xyz": [[0.1472, -0.4730, 2.1669], [0.7278, 0.2673, 0.9824], [1.9955, -0.2585, 0.5413], [-0.2533, 0.5705, -0.1420], [0.5447, 1.0790, -1.3307], [-0.9839, -0.7213, -0.5265], [-1.9504, -0.4230, -1.6316], [-0.0583, -1.4876, 1.8375], [0.8131, -0.4820, 3.0238], [-0.8073, 0.0199, 2.4562], [0.9445, 1.2840, 1.3689], [1.7968, -0.2205, -0.4159], [-0.8237, 1.4558, 0.1153], [0.9775, 1.9563, -1.0422], [-0.1908, 1.3291, -1.9862], [-1.4992, -1.2122, 0.2980], [-0.1632, -1.4107, -0.8068], [-2.7913, -0.1731, -1.1128], [-2.2560, -1.3367, -1.9824]],
  "lowdin_charge": [-0.0517, -0.4451, -0.0426, -0.3524, 0.0334, -0.2298, -0.0028, 0.0704, 0.0801, 0.0985, 0.1334, 0.0627, 0.1363, 0.0831, 0.0631, 0.0999, 0.1319, 0.0648, 0.0668],
  "homo_lumo_gap_ev": 10.630,
  "homo_ev": -9.77,
  "fmax_ev_per_a": 2.9,
  "e_lumo_ev": 0.86,
  "de_lowest_kcal_mol": 34.9,
  "smiles": "C[C@@H](O)[C@@H](N)CN"
}


Record 4
{
  "formula": "C4H12N2O",
  "method": "ωB97M-V with the def2-TZVPD basis set",
  "symbols": ["C", "N", "C", "C", "N", "C", "O", "H", "H", "H", "H", "H", "H", "H", "H", "H", "H", "H", "H"],
  "xyz": [[0.5879, -1.4227, 2.2463], [0.8477, -0.2211, 1.4914], [0.6446, -0.3032, 0.0577], [-0.2460, 0.8096, -0.4938], [-1.5000, 0.8471, 0.2486], [-0.4564, 0.6521, -2.0007], [0.7189, 0.8957, -2.7667], [1.4503, -2.1035, 2.1616], [-0.3020, -1.9929, 1.9516], [0.5327, -1.1546, 3.2937], [0.3279, 0.5495, 1.8783], [1.6271, -0.1917, -0.4387], [0.2893, -1.2608, -0.3206], [0.2190, 1.7852, -0.3776], [-2.0540, 0.0037, 0.1255], [-2.0428, 1.6763, 0.0514], [-0.9080, -0.2899, -2.3160], [-1.1596, 1.4090, -2.3253], [1.4234, 0.3122, -2.4667]],
  "lowdin_charge": [-0.1491, -0.1240, -0.2178, -0.3897, 0.0431, -0.2414, -0.0634, 0.0761, 0.0719, 0.0721, 0.0889, 0.1106, 0.1185, 0.1464, 0.0825, 0.0737, 0.1183, 0.1128, 0.0707],
  "homo_lumo_gap_ev": 9.530,
  "homo_ev": -8.57,
  "fmax_ev_per_a": 1.4,
  "e_lumo_ev": 0.96,
  "de_lowest_kcal_mol": 36.7,
  "smiles": "CNC[C@H](N)CO"
}


Record 5
{
  "formula": "C4H12N2O",
  "method": "ωB97M-V with the def2-TZVPD basis set",
  "symbols": ["N", "C", "C", "C", "C", "N", "H", "H", "H", "H", "H", "H", "H", "H", "H", "H", "O", "H", "H"],
  "xyz": [[1.0963, -1.2643, 1.3096], [0.3790, -0.5046, 0.3600], [0.4138, 0.8409, 0.3471], [-0.4475, 1.6923, -0.5199], [-1.5812, 1.0125, -1.3403], [-2.6081, 0.2827, -0.4944], [0.4693, -1.8139, 1.8854], [1.4401, -0.5747, 1.9851], [-0.2417, -1.0275, -0.3741], [1.1710, 1.3660, 1.0045], [0.1313, 2.2537, -1.2545], [-0.9157, 2.5038, 0.0401], [-1.1923, 0.2553, -2.0212], [-2.2829, 1.7718, -1.7811], [-2.1487, -0.4491, 0.0513], [-2.9573, 0.9686, 0.1904], [3.4518, -2.2502, 0.1858], [2.6955, -2.0938, 0.7925], [3.1273, -2.9696, -0.3663]],
  "lowdin_charge": [0.0001, -0.2046, -0.1124, -0.2273, -0.2572, -0.0352, 0.0954, 0.0972, 0.1100, 0.1251, 0.1020, 0.1024, 0.0984, 0.1167, 0.0293, 0.0647, -0.1044, -0.0213, 0.0211],
  "homo_lumo_gap_ev": 9.690,
  "homo_ev": -8.86,
  "fmax_ev_per_a": 2.4,
  "e_lumo_ev": 0.83,
  "de_lowest_kcal_mol": 43.9,
  "smiles": "N/C=C/CCN.O"
}


Record 6
{
  "formula": "C4H12N2O",
  "method": "ωB97M-V with the def2-TZVPD basis set",
  "symbols": ["C", "C", "C", "N", "C", "N", "H", "H", "H", "H", "H", "H", "H", "H", "H", "H", "O", "H", "H"],
  "xyz": [[-0.8503, -1.2583, 1.4654], [-0.2370, -0.7776, 0.1271], [0.6954, 0.3907, 0.4412], [0.0341, 1.5411, 0.9167], [2.0411, 0.3766, 0.2598], [2.9623, 0.4341, 1.3736], [-1.0055, -2.3413, 1.3841], [-0.1163, -1.3217, 2.2942], [-1.7458, -0.8325, 1.9180], [0.3104, -1.4784, -0.5042], [-1.0530, -0.4179, -0.5057], [0.7088, 2.0779, 1.4573], [-0.7955, 1.2431, 1.4208], [2.3781, -0.3006, -0.5425], [3.8415, 0.8904, 1.1944], [3.0560, -0.4615, 1.8189], [-3.5931, 0.7067, -5.2089], [-3.8086, 0.3043, -4.3474], [-2.8226, 1.2248, -4.9631]],
  "lowdin_charge": [-0.1069, -0.1916, -0.3725, 0.1063, -0.1967, -0.0165, 0.0673, 0.0819, 0.0692, 0.1060, 0.1000, 0.0942, 0.0718, 0.0804, 0.0494, 0.0579, -0.0678, 0.0406, 0.0271],
  "homo_lumo_gap_ev": 8.180,
  "homo_ev": -7.56,
  "fmax_ev_per_a": 2.7,
  "e_lumo_ev": 0.62,
  "de_lowest_kcal_mol": 70.4,
  "smiles": "CC/C(N)=C/N.O"
}


Record 7
{
  "formula": "C4H12N2O",
  "method": "ωB97M-V with the def2-TZVPD basis set",
  "symbols": ["C", "C", "O", "C", "N", "C", "N", "H", "H", "H", "H", "H", "H", "H", "H", "H", "H", "H", "H"],
  "xyz": [[2.2594, 1.5510, 0.9100], [0.8111, 1.1242, 0.7106], [0.2367, 2.1806, -0.0779], [0.5756, -0.2065, 0.0378], [-0.8647, -0.3659, -0.1769], [-1.1716, -1.6442, -0.8124], [-2.5941, -1.8849, -0.8111], [2.7196, 1.6040, -0.0680], [2.8879, 0.9372, 1.5314], [2.2126, 2.5555, 1.3191], [0.3105, 1.2085, 1.6810], [-0.5572, 1.8229, -0.5001], [1.1070, -0.1499, -0.9108], [0.9505, -1.0095, 0.6814], [-1.3282, -0.2095, 0.7096], [-0.7505, -1.5607, -1.8197], [-0.6632, -2.4667, -0.2853], [-2.9470, -2.3333, -1.6255], [-3.1944, -1.1529, -0.4928]],
  "lowdin_charge": [-0.0456, -0.4450, -0.0596, -0.1973, -0.0825, -0.3247, 0.0085, 0.0788, 0.0735, 0.0807, 0.1343, 0.0736, 0.1310, 0.1254, 0.1150, 0.1168, 0.1064, 0.0539, 0.0571],
  "homo_lumo_gap_ev": 10.100,
  "homo_ev": -9.03,
  "fmax_ev_per_a": 1.2,
  "e_lumo_ev": 1.07,
  "de_lowest_kcal_mol": 32.3,
  "smiles": "C[C@@H](O)CNCN"
}


Record 8
{
  "formula": "C4H12N2O",
  "method": "ωB97M-V with the def2-TZVPD basis set",
  "symbols": ["C", "C", "N", "O", "H", "H", "H", "H", "H", "C", "C", "N", "H", "H", "H", "H", "H", "H", "H"],
  "xyz": [[-2.5225, -0.1453, -0.9301], [-2.6846, 0.5353, 0.4055], [-1.5121, 0.8357, 1.0701], [-3.7716, 0.7663, 0.8878], [-1.7809, 0.3944, -1.5216], [-3.4726, -0.0713, -1.4498], [-2.2151, -1.1765, -0.8071], [-1.7038, 1.2227, 1.9795], [-0.7127, 1.0843, 0.5079], [2.5896, -0.4100, 0.9622], [2.2836, -0.0879, -0.4862], [0.8444, -0.2471, -0.7530], [2.3228, -1.4433, 1.2064], [3.6491, -0.2881, 1.1922], [1.9928, 0.2300, 1.6138], [2.5369, 0.9571, -0.6768], [2.9097, -0.6787, -1.1553], [0.7270, -0.3852, -1.7502], [0.5198, -1.0924, -0.2954]],
  "lowdin_charge": [-0.0237, -0.5994, 0.1371, 0.0402, 0.0654, 0.0788, 0.0770, 0.0983, 0.0623, -0.1139, -0.3441, -0.0218, 0.0711, 0.0711, 0.0689, 0.1007, 0.0979, 0.0678, 0.0664],
  "homo_lumo_gap_ev": 10.313,
  "homo_ev": -9.50,
  "fmax_ev_per_a": 1.1,
  "e_lumo_ev": 0.81,
  "de_lowest_kcal_mol": 8.9,
  "smiles": "CC(N)=O.CCN"
}


Record 9
{
  "formula": "C4H12N2O",
  "method": "ωB97M-V with the def2-TZVPD basis set",
  "symbols": ["N", "C", "C", "C", "N", "C", "O", "H", "H", "H", "H", "H", "H", "H", "H", "H", "H", "H", "H"],
  "xyz": [[2.5632, 0.7067, 1.2536], [1.6375, -0.4403, 1.0744], [0.1929, -0.1323, 1.5135], [-0.6216, 0.4949, 0.3478], [-1.0047, -0.4940, -0.6239], [-1.7807, 0.0561, -1.7166], [-1.8211, -0.8784, -2.7842], [3.3747, 0.4601, 0.6725], [2.2134, 1.4860, 0.7206], [1.5659, -0.6555, 0.0048], [2.0393, -1.2817, 1.6300], [-0.3002, -1.0109, 1.9235], [0.2100, 0.6149, 2.3132], [0.0142, 1.3260, -0.0083], [-1.5026, 0.9629, 0.7911], [-0.2178, -0.9645, -1.0402], [-1.2987, 0.9366, -2.1566], [-2.7738, 0.3293, -1.3511], [-2.4900, -1.5159, -2.5641]],
  "lowdin_charge": [-0.0160, -0.2847, -0.1849, -0.2622, -0.0582, -0.3095, -0.0416, 0.0675, 0.0426, 0.0906, 0.1039, 0.1031, 0.1053, 0.1108, 0.1155, 0.1000, 0.1207, 0.1229, 0.0742],
  "homo_lumo_gap_ev": 10.089,
  "homo_ev": -9.10,
  "fmax_ev_per_a": 1.7,
  "e_lumo_ev": 0.99,
  "de_lowest_kcal_mol": 36.0,
  "smiles": "NCCCNCO"
}


Record 10
{
  "formula": "C4H12N2O",
  "method": "ωB97M-V with the def2-TZVPD basis set",
  "symbols": ["C", "N", "C", "C", "C", "N", "O", "H", "H", "H", "H", "H", "H", "H", "H", "H", "H", "H", "H"],
  "xyz": [[0.3167, 0.4743, -1.6264], [0.7635, 0.1765, -0.2800], [1.1620, 1.4615, 0.4067], [-0.1401, -0.6072, 0.5355], [-1.5835, -0.0903, 0.6147], [-0.0516, -2.0156, -0.0203], [0.3274, -0.6905, 1.8444], [-0.5236, 1.1823, -1.6634], [0.0328, -0.4342, -2.1534], [1.1499, 0.9288, -2.1639], [1.3797, 1.2692, 1.4527], [2.0660, 1.8119, -0.0893], [0.3862, 2.2347, 0.3262], [-2.1493, -0.7560, 1.2613], [-1.5935, 0.9041, 1.0521], [-2.0500, -0.0691, -0.3664], [0.2750, -2.0778, -0.9746], [-0.9269, -2.5232, 0.0307], [1.1594, -1.1795, 1.8136]],
  "lowdin_charge": [-0.1100, -0.1880, -0.0601, -0.6644, -0.0077, 0.0970, -0.0142, 0.0834, 0.0757, 0.0857, 0.0753, 0.0795, 0.0806, 0.0829, 0.0805, 0.0751, 0.0529, 0.0681, 0.1076],
  "homo_lumo_gap_ev": 9.809,
  "homo_ev": -8.80,
  "fmax_ev_per_a": 2.3,
  "e_lumo_ev": 1.01,
  "de_lowest_kcal_mol": 26.6,
  "smiles": "CN(C)[C@@](C)(N)O"
}


Record 11
{
  "formula": "C4H12N2O",
  "method": "ωB97M-V with the def2-TZVPD basis set",
  "symbols": ["N", "C", "N", "O", "H", "H", "H", "H", "H", "H", "C", "C", "C", "H", "H", "H", "H", "H", "H"],
  "xyz": [[1.4754, -1.4102, -2.3808], [0.0584, -1.5551, -2.1667], [-0.4174, -0.6743, -1.1180], [-0.2210, -2.9054, -1.8819], [1.6805, -0.5160, -2.8060], [1.9542, -1.4339, -1.4836], [-0.4586, -1.2834, -3.0977], [-0.2033, -1.0922, -0.2074], [-1.4272, -0.5631, -1.1732], [0.6137, -3.3788, -1.8074], [-1.6808, 1.4189, 2.2195], [-0.5631, 1.5173, 1.5241], [0.7630, 1.8664, 2.1149], [-1.6991, 1.5630, 3.2880], [-2.6246, 1.1868, 1.7556], [-0.5654, 1.3714, 0.4516], [1.5202, 1.1511, 1.8100], [1.0788, 2.8455, 1.7625], [0.7163, 1.8919, 3.1965]],
  "lowdin_charge": [0.0496, -0.5742, 0.0502, -0.0283, 0.0748, 0.0754, 0.1414, 0.0807, 0.0755, 0.0813, -0.0180, -0.2602, -0.1138, 0.0510, 0.0439, 0.0655, 0.0651, 0.0726, 0.0675],
  "homo_lumo_gap_ev": 10.446,
  "homo_ev": -9.59,
  "fmax_ev_per_a": 0.4,
  "e_lumo_ev": 0.85,
  "de_lowest_kcal_mol": 36.8,
  "smiles": "NC(N)O.C=CC"
}


Record 12
{
  "formula": "C4H12N2O",
  "method": "ωB97M-V with the def2-TZVPD basis set",
  "symbols": ["C", "O", "C", "H", "H", "H", "H", "H", "C", "C", "N", "N", "H", "H", "H", "H", "H", "H", "H"],
  "xyz": [[-2.1703, -0.1059, -0.3221], [-1.1003, 0.0159, -1.1797], [-2.0333, 0.6641, 0.9844], [-2.3575, -1.1562, -0.1146], [-3.0638, 0.2559, -0.8461], [-2.9782, 0.6608, 1.5123], [-1.7340, 1.7056, 0.7966], [-1.2483, 0.2522, 1.6076], [1.9457, -0.5586, 0.4388], [1.2819, -0.5449, -0.7287], [1.5626, 0.5260, -1.7136], [1.5486, -1.2222, 1.5301], [2.8948, -0.0459, 0.5547], [0.1123, -0.5206, -0.7275], [0.6384, 0.9129, -1.9826], [2.1032, 1.3077, -1.3274], [2.0241, 0.2028, -2.5638], [0.5596, -1.3476, 1.6782], [2.0143, -1.0020, 2.4033]],
  "lowdin_charge": [-0.3092, -0.0708, -0.0624, 0.1277, 0.1533, 0.0842, 0.0892, 0.0547, -0.1835, -0.0887, 0.1741, 0.1118, 0.1373, 0.0612, 0.1553, 0.1701, 0.1693, 0.1041, 0.1222],
  "homo_lumo_gap_ev": [9.869, 6.956],
  "spin_multiplicity": 2,
  "homo_ev": [-13.16, -13.07],
  "fmax_ev_per_a": 2.4,
  "e_lumo_ev": [-3.29, -6.12],
  "total_charge": 1,
  "de_lowest_kcal_mol": 51.7
}


Record 13
{
  "formula": "C4H12N2O",
  "method": "ωB97M-V with the def2-TZVPD basis set",
  "symbols": ["C", "C", "C", "C", "N", "N", "H", "H", "H", "H", "H", "H", "H", "H", "H", "H", "H", "H", "O"],
  "xyz": [[0.3345, -1.1427, 0.3626], [0.4063, -0.2260, 1.6477], [-0.2051, 1.0632, 1.2971], [0.4391, 2.2420, -0.6643], [-0.4303, 1.5080, -0.0223], [-1.0257, -1.2900, -0.2715], [0.7709, -2.1773, 0.3442], [0.9312, -0.4525, -0.3746], [-0.0249, -0.7931, 2.4977], [1.4869, -0.0336, 1.8895], [0.4731, 1.7697, 1.9218], [-1.1772, 1.0611, 1.7284], [0.2430, 2.5892, -1.6906], [1.1956, 2.7844, -0.1130], [-1.4046, -0.3252, -0.3830], [-1.7174, -1.7659, 0.3550], [-0.0699, -1.1266, -2.2134], [0.1405, -2.2498, -3.1662], [-0.3661, -1.4350, -3.1450]],
  "lowdin_charge": [-0.1672, -0.1425, -0.3024, 0.0898, -0.0079, 0.1923, 0.1458, 0.1381, 0.1367, 0.1449, 0.1718, 0.1178, 0.1063, 0.0964, 0.1050, 0.1582, 0.0277, 0.0404, -0.0511],
  "homo_lumo_gap_ev": [11.137, 5.572],
  "spin_multiplicity": 2,
  "homo_ev": [-15.01, -14.38],
  "fmax_ev_per_a": 4.2,
  "e_lumo_ev": [-3.87, -8.81],
  "total_charge": 1,
  "de_lowest_kcal_mol": 75.5
}